Below is a molecular structure, C6H12N2 at a distorted geometry, with properties calculated with ωB97M-V with the def2-TZVPD basis set.

Last column: Mulliken charge in e.
Atoms and positions in Å:
1 C 1.211928 -0.652549 1.107242  -0.107
2 C 2.036826 -1.775520 0.467260  -1.047
3 C -2.842128 0.506746 0.447841  -0.281
4 N -2.055003 1.275329 -0.080990  -0.439
5 H 1.483993 0.316414 0.686710  -0.018
6 H 1.409806 -0.599312 2.180392  0.352
7 H -2.515744 -0.632732 0.575109  0.280
8 H -3.693971 0.776862 1.067010  0.324
9 H 1.826749 -1.859221 -0.597262  0.295
10 H 3.101243 -1.566747 0.585127  0.332
11 H 1.818482 -2.729570 0.942246  0.325
12 C -0.594810 0.621312 -1.101790  -0.594
13 C 0.232462 1.872192 -1.281438  -1.055
14 C -0.228592 -0.890025 0.932558  0.508
15 N -1.221787 -1.452998 1.205062  -0.637
16 H 0.013715 -0.273242 -1.233145  0.462
17 H -1.314581 0.490529 -1.906287  0.410
18 H 0.954470 1.988203 -0.473659  0.252
19 H 0.783181 1.832549 -2.227281  0.274
20 H -0.406238 2.751780 -1.294706  0.364

Forces on the atoms, in the same order (eV/Å):
C 0.254 0.394 -0.465
C 0.064 0.134 0.082
C 0.292 -4.119 1.277
N 2.957 1.045 -1.617
H 0.041 -0.080 0.003
H -0.158 -0.029 -0.060
H -1.382 2.073 -0.491
H -0.229 0.651 -0.412
H -0.026 -0.022 -0.039
H -0.060 0.007 0.008
H -0.042 -0.028 -0.027
C -2.487 1.569 -0.756
C -0.185 -0.133 0.081
C -1.380 -1.993 1.980
N 2.285 0.529 -0.585
H -0.139 -0.361 1.204
H 0.113 0.300 -0.324
H 0.078 0.101 0.016
H 0.016 -0.052 0.096
H -0.013 0.014 0.028

Results
Relative energy (zero: lowest compared OMol25 entry of this formula, charge and spin) = 419.4 kJ/mol
Total energy = -345.16812 Ha
HOMO = -8.643 eV
LUMO level = 0.0322 Ha
Orbital gap = 9.52 eV

***

Below is a molecular structure, C4H20B2Cl4CoCrN4O24 at a distorted geometry, with properties calculated with ωB97M-V with the def2-TZVPD basis set.

Last column: Mulliken charge in e.
Atoms and positions in Å:
1 Cr 0.254732 -2.224175 -1.130319  -0.745
2 Co -1.257727 -0.165104 2.159743  0.141
3 Cl -3.181827 1.842533 -3.068103  1.707
4 O -2.882757 0.494096 -2.658511  -0.604
5 O -4.547442 2.180857 -2.703946  -0.733
6 O -2.287168 2.772075 -2.392592  -0.697
7 O -3.030551 1.973910 -4.499501  -0.711
8 Cl 1.151467 -0.512045 -4.329459  1.781
9 O -0.020357 0.104794 -4.829907  -0.590
10 O 1.428563 -1.733269 -5.052096  -0.729
11 O 2.287570 0.383513 -4.407397  -0.716
12 O 0.993464 -0.844597 -2.910749  -0.540
13 Cl 0.170683 -3.394390 1.986572  1.837
14 O 1.466818 -3.554470 2.586119  -0.704
15 O -0.684052 -4.487618 2.296836  -0.642
16 O -0.407121 -2.147595 2.455895  -0.628
17 O 0.338283 -3.299859 0.533772  -0.485
18 Cl -4.100910 -0.641119 1.810944  1.749
19 O -4.767212 -0.975609 0.611147  -0.548
20 O -3.150207 -1.689674 2.198908  -0.643
21 O -3.245933 0.557399 1.616197  -0.637
22 O -4.984894 -0.379016 2.910062  -0.686
23 B -1.989968 -2.629889 -1.756519  1.068
24 H -1.217970 -3.480637 -1.426784  -0.187
25 H -2.537003 -2.203491 -0.786716  -0.485
26 H -1.448534 -1.733635 -2.364411  -0.206
27 H -2.781655 -3.134676 -2.500579  -0.257
28 B -0.487621 -0.393833 0.106593  2.906
29 H -1.401123 -1.104781 0.468901  -0.315
30 H -0.557540 0.683222 0.617952  -0.134
31 H 0.536955 -0.930169 0.293606  -0.350
32 H -0.578114 -0.215015 -1.049406  -0.227
33 C 2.999917 0.608078 3.145918  -0.706
34 N 1.576086 0.661311 3.529120  0.686
35 O 0.805990 0.185118 2.714158  -0.316
36 O 1.260961 1.181096 4.577357  -0.555
37 H 3.279653 -0.428856 2.983246  0.273
38 H 3.568557 0.981958 3.993099  0.320
39 H 3.167092 1.230525 2.273295  0.218
40 C 2.010972 2.943062 -1.614389  -0.867
41 N 1.532590 2.425726 -0.294423  0.892
42 O 2.045086 1.417629 0.145305  -0.403
43 O 0.716440 3.100977 0.303132  -0.518
44 H 2.827987 3.593931 -1.307117  0.295
45 H 1.172353 3.459810 -2.065605  0.311
46 H 2.364354 2.120483 -2.227859  0.264
47 C 4.425095 -2.941377 -1.347983  -0.929
48 N 3.636360 -1.931634 -0.577620  0.821
49 O 2.436034 -1.951816 -0.733487  -0.253
50 O 4.226788 -1.204323 0.186496  -0.534
51 H 5.352400 -3.040405 -0.797315  0.325
52 H 4.606183 -2.510063 -2.330773  0.300
53 H 3.809139 -3.826953 -1.437593  0.304
54 C -2.315417 3.917508 1.806752  -0.634
55 N -1.945320 3.062052 2.957847  0.681
56 O -1.445909 1.999791 2.638094  -0.216
57 O -1.970302 3.495364 4.083973  -0.555
58 H -1.422133 4.421913 1.451608  0.222
59 H -3.066022 4.635178 2.124803  0.301
60 H -2.735786 3.276183 1.033711  0.279

Forces on the atoms, in the same order (eV/Å):
Cr -1.297 0.587 -1.425
Co -1.572 -0.260 -0.812
Cl -0.175 -0.315 0.193
O -0.067 0.416 -0.084
O 0.011 0.035 -0.003
O 0.151 0.105 -0.004
O 0.058 0.139 -0.011
Cl 0.171 -0.453 -0.290
O -0.105 0.185 0.053
O 0.208 0.107 0.130
O 0.094 0.023 -0.023
O -0.033 -0.396 0.790
Cl -0.079 0.454 0.252
O -0.146 -0.023 -0.257
O 0.243 0.233 -0.190
O 0.187 -0.677 0.494
O 0.245 -1.101 0.728
Cl 0.270 -0.212 0.191
O -0.179 0.115 0.306
O 0.276 0.332 0.254
O 0.170 -0.042 0.037
O -0.212 -0.011 -0.241
B -0.998 0.672 -0.589
H 1.231 -1.037 0.231
H -0.058 -0.027 0.216
H 0.242 0.072 -0.096
H 0.036 -0.388 -0.195
B -0.501 0.339 -0.315
H -0.009 0.002 -0.148
H 0.393 0.745 0.215
H 1.014 0.086 0.824
H -0.547 0.491 -0.490
C 0.796 0.042 0.705
N -0.291 0.313 -0.050
O 0.422 -0.123 0.322
O 0.034 -0.199 -0.198
H -0.260 -0.009 -0.376
H -0.106 0.110 0.007
H -0.289 -0.215 -0.222
C -0.223 -0.290 0.340
N -0.067 -0.032 -0.017
O 0.179 0.109 -0.004
O 0.098 -0.016 0.035
H -0.028 0.195 -0.365
H 0.076 0.130 -0.066
H -0.076 -0.119 0.058
C 0.032 0.655 0.004
N -0.247 -0.546 0.055
O 0.456 0.191 -0.007
O 0.074 0.141 -0.064
H 0.029 -0.352 -0.094
H -0.075 0.011 -0.019
H 0.114 -0.119 0.090
C -1.065 0.165 -0.269
N 1.140 0.339 -0.483
O 0.199 -0.279 0.607
O -0.474 -0.047 0.047
H 0.153 -0.194 0.065
H 0.129 0.022 0.194
H 0.250 -0.080 -0.042

Results
Spin multiplicity = 8
Charge = -2
Relative energy (zero: lowest compared OMol25 entry of this formula, charge and spin) = 45.4 kJ/mol
Total energy = -6505.45083 Ha
HOMO (alpha / beta) = -3.127 / -3.132 eV
LUMO level (alpha / beta) = 0.1190 / 0.1140 Ha
Orbital gap (alpha / beta) = 6.37 / 6.23 eV

***

Below is 2 unconnected molecules or ions with the total composition C10H16 at a distorted geometry, with properties calculated with ωB97M-V with the def2-TZVPD basis set.

Last column: Mulliken charge in e.
Atoms and positions in Å:
1 C -2.331098 2.360073 -0.143282  -0.866
2 C -1.926733 1.640573 1.147886  -0.455
3 H -2.069644 3.417312 -0.060809  0.284
4 H -1.965063 1.798504 -0.988337  0.257
5 H -3.416898 2.434804 -0.240532  0.274
6 H -1.931403 2.257911 2.047042  0.385
7 H -0.885667 1.320016 1.053100  -0.120
8 H -2.495749 0.734194 1.354440  0.249
9 C 2.380794 -0.582011 0.699358  -0.602
10 C 1.871545 0.154996 1.925385  -1.154
11 C 1.301505 -1.025357 -0.233555  0.584
12 C 0.005000 -1.405043 0.159533  -0.286
13 C 1.574719 -1.122452 -1.610834  -0.450
14 C -1.006063 -1.647305 -0.778533  -0.567
15 C 0.566167 -1.262674 -2.532560  -0.483
16 C -0.753968 -1.416282 -2.118041  -0.417
17 H 3.165836 0.001926 0.196284  0.340
18 H 3.034612 -1.431233 0.941196  0.325
19 H 1.140159 -0.397992 2.510344  0.294
20 H -0.214905 -1.531223 1.211476  0.334
21 H 2.600440 -1.035804 -1.956296  0.332
22 H -1.959897 -2.000316 -0.409356  0.401
23 H 0.761384 -1.565249 -3.558664  0.336
24 H -1.484427 -1.192143 -2.890282  0.369
25 H 1.324612 1.078915 1.709843  0.250
26 H 2.714748 0.415867 2.565191  0.387

Forces on the atoms, in the same order (eV/Å):
C -1.046 0.222 1.227
C 0.658 -0.188 0.026
H 0.702 -0.208 -0.594
H 0.327 0.369 -0.444
H -0.108 -0.367 0.017
H -0.360 0.171 -0.112
H -0.038 -0.064 -0.018
H -0.148 0.048 -0.109
C 0.746 -0.248 0.143
C 0.031 0.288 0.396
C -0.704 -0.288 -1.067
C 0.726 -0.044 -0.183
C 0.327 0.343 0.392
C 0.189 0.468 0.378
C -0.115 -1.169 -0.033
C 0.084 0.509 -0.239
H -0.712 0.436 -0.279
H -0.533 -0.290 0.603
H 0.232 -0.435 0.105
H -0.075 0.077 0.023
H -0.010 0.059 0.063
H -0.205 0.332 -0.145
H 0.251 0.956 -0.135
H -0.456 -0.973 0.269
H 0.343 -0.003 -0.439
H -0.107 -0.002 0.155

Results
Relative energy (zero: lowest compared OMol25 entry of this formula, charge and spin) = 90.6 kJ/mol
Total energy = -390.60137 Ha
HOMO = -8.818 eV
LUMO level = 0.0353 Ha
Orbital gap = 9.78 eV

***

Below is 2 unconnected molecules or ions with the total composition C9H14 at a distorted geometry, with properties calculated with ωB97M-V with the def2-TZVPD basis set.

Last column: Mulliken charge in e.
Atoms and positions in Å:
1 C -3.537728 -0.458070 0.582878  -0.664
2 C -3.611603 0.874144 -0.156740  -0.728
3 H -3.758561 -0.281814 1.634877  0.244
4 H -4.221422 -1.190543 0.157843  0.303
5 H -2.505763 -0.805449 0.508849  0.163
6 H -3.931617 0.937894 -1.193741  0.321
7 H -2.621596 1.350208 -0.190825  0.102
8 H -4.137807 1.654259 0.401719  0.311
9 C 0.417821 0.086664 2.150313  -1.489
10 C 2.008666 -0.183155 -1.794385  -0.251
11 C 2.759224 -0.621735 -0.698273  -0.676
12 C 0.745234 0.328595 -1.658222  -0.786
13 C 2.172291 -0.623553 0.542275  -0.298
14 C 0.196291 0.445189 -0.356282  0.126
15 C 0.880131 -0.046392 0.718011  0.489
16 H 2.395177 -0.297642 -2.802099  0.333
17 H 3.759729 -0.992328 -0.879164  0.365
18 H 0.141363 0.703945 -2.470383  0.384
19 H 2.579044 -1.103580 1.421583  0.394
20 H -0.645599 1.075402 -0.098821  0.277
21 H -0.084600 -0.758247 2.612448  0.301
22 H -0.350499 0.865732 2.274491  0.357
23 H 1.285615 0.411156 2.725886  0.422

Forces on the atoms, in the same order (eV/Å):
C 0.183 0.489 -0.463
C 0.815 1.638 0.322
H -0.075 -0.269 -0.005
H 0.049 -0.111 0.207
H -0.175 -0.417 0.047
H -0.349 -0.619 0.009
H 0.023 -0.343 -0.031
H -0.562 -0.338 -0.090
C -0.576 1.077 -0.024
C 0.123 -0.194 -0.815
C -0.250 -0.245 -0.268
C -0.890 0.432 1.439
C -1.269 0.147 0.072
C 0.512 0.575 -0.375
C 1.242 -0.897 0.805
H 0.233 0.133 0.130
H -0.017 -0.121 0.172
H 0.248 -0.075 -0.334
H 0.575 0.183 -0.070
H -0.384 -0.302 -0.578
H 0.444 -0.592 -0.179
H 0.311 0.096 -0.316
H -0.212 -0.247 0.346

Results
Relative energy (zero: lowest compared OMol25 entry of this formula, charge and spin) = 63.1 kJ/mol
Total energy = -351.30617 Ha
HOMO = -9.045 eV
LUMO level = 0.0384 Ha
Orbital gap = 10.09 eV

***

Below is a molecular structure, FLi3Sr3 at a distorted geometry, with properties calculated with ωB97M-V with the def2-TZVPD basis set.

Last column: Mulliken charge in e.
Atoms and positions in Å:
1 Sr 7.951680 -21.825245 0.066985  2.003
2 Sr 11.862637 -23.150821 0.593973  1.998
3 Sr 9.191232 -18.692527 2.722749  2.012
4 Li 10.737131 -21.397381 -2.186189  0.986
5 Li 9.425771 -18.811319 -0.658482  0.973
6 Li 13.473465 -20.225225 0.845464  0.996
7 F 10.386965 -20.556812 0.526640  -0.968

Forces on the atoms, in the same order (eV/Å):
Sr -4.559 -2.270 -0.141
Sr 2.382 -4.345 1.451
Sr -0.546 2.879 4.172
Li 0.831 0.271 -3.312
Li 0.380 2.202 -1.600
Li 2.815 1.891 0.446
F -1.304 -0.626 -1.016

Results
Charge = +8
Relative energy (zero: lowest compared OMol25 entry of this formula, charge and spin) = 0.0 kJ/mol
Total energy = -209.30993 Ha
HOMO = -46.386 eV
LUMO level = -1.2075 Ha
Orbital gap = 13.53 eV

***

Below is a molecular structure, C22H19Br4Cl2GaO2SSi2 at a distorted geometry, with properties calculated with ωB97M-V with the def2-TZVPD basis set.

Last column: Mulliken charge in e.
Atoms and positions in Å:
1 Ga 0.149680 0.886280 0.000851  0.793
2 C -0.425898 -1.216488 2.857136  -0.839
3 Si 0.497626 0.284791 2.268661  -0.179
4 C 0.264446 1.598366 3.607798  -1.364
5 C 2.341691 -0.181247 2.372346  0.280
6 C 2.994276 -0.301596 3.619985  -0.586
7 C 4.373392 -0.502204 3.723335  -0.529
8 C 5.124511 -0.597818 2.592730  -0.724
9 C 4.509403 -0.406731 1.320164  -0.436
10 C 3.105634 -0.272988 1.185612  0.425
11 Si 2.368285 -0.113975 -0.566824  0.540
12 C 3.839411 0.540035 -1.598170  -1.215
13 C 2.307107 -1.873875 -1.215579  -1.090
14 H 0.047043 -1.578961 3.836480  0.350
15 H -0.537856 -1.933800 2.055551  0.175
16 H -1.310879 -0.668474 3.127654  0.234
17 H 0.385691 1.258537 4.585450  0.443
18 H -0.723012 2.011260 3.589107  0.352
19 H 0.952153 2.437516 3.459458  0.306
20 H 2.538188 -0.241357 4.597918  0.234
21 H 4.884559 -0.645867 4.692594  0.301
22 H 6.199840 -0.697837 2.720208  0.344
23 H 5.122482 -0.299605 0.428580  0.193
24 H 4.611704 -0.268126 -1.646696  0.285
25 H 4.235985 1.324544 -0.899595  0.268
26 H 3.605636 0.829975 -2.641138  0.314
27 H 3.165517 -2.513378 -0.993910  0.470
28 H 2.114075 -1.712833 -2.326324  0.216
29 H 1.376943 -2.338763 -0.902915  0.262
30 Cl 1.070930 3.060455 -0.047294  -0.578
31 C -0.766752 0.784679 -1.786882  0.538
32 C -0.734121 1.827359 -2.710348  -0.684
33 C -0.856911 1.627251 -4.061995  -0.485
34 C -1.051153 0.268526 -4.557718  -0.454
35 C -1.265565 -0.738539 -3.658953  0.136
36 Cl -1.591411 -2.371759 -4.327522  -0.241
37 C -1.105929 -0.540986 -2.269468  -0.062
38 S -1.292356 -1.829144 -1.027563  0.164
39 H -0.452333 2.850976 -2.422323  0.278
40 H -0.766110 2.435175 -4.732487  0.454
41 H -0.968197 0.052035 -5.701694  0.195
42 Br -7.069704 2.250119 0.103772  -0.222
43 C -5.670544 1.034583 -0.261696  -0.006
44 C -5.826889 0.258296 -1.459785  -0.094
45 Br -7.090958 0.576236 -2.709546  -0.208
46 C -4.800558 -0.736440 -1.691385  0.374
47 Br -5.086145 -1.669815 -3.337478  -0.231
48 C -3.835572 -1.046673 -0.830030  0.217
49 O -2.971193 -2.048835 -1.034556  -0.498
50 C -3.829858 -0.413894 0.486158  0.345
51 O -2.979143 -0.795658 1.337686  -0.638
52 C -4.639824 0.746034 0.614941  0.028
53 Br -4.537345 1.614621 2.235686  -0.150

Forces on the atoms, in the same order (eV/Å):
Ga 1.003 0.299 -0.585
C 1.160 0.480 1.551
Si 0.256 -0.232 0.465
C 0.262 0.858 -1.588
C 0.276 0.303 0.262
C 0.593 -0.063 -0.125
C -0.520 -0.561 0.714
C 0.263 0.694 -1.970
C -0.063 -0.265 1.084
C 1.449 0.262 0.540
Si -0.096 -0.252 0.159
C 0.465 -0.005 0.726
C -1.031 0.186 -1.361
H -0.516 0.093 -1.481
H -0.372 -0.342 0.278
H -1.149 -0.620 -0.044
H 0.480 -0.947 1.755
H -0.812 0.285 -0.286
H 0.002 -0.090 -0.092
H -0.872 0.179 -0.163
H -0.554 0.217 -0.401
H -0.002 -0.062 -0.400
H 0.092 -0.355 0.193
H -0.531 0.489 0.005
H -0.079 -0.088 -1.299
H 0.124 0.311 0.762
H -0.052 0.068 -0.247
H 0.649 -0.486 0.980
H -0.008 -0.473 0.342
Cl -0.180 0.163 0.076
C -0.679 -1.841 -0.122
C 0.579 0.910 -0.082
C -0.428 -3.501 -0.196
C 0.351 2.160 -1.935
C 0.303 -1.090 0.425
Cl 0.258 0.818 0.416
C -0.017 1.302 0.471
S -0.291 0.766 -0.611
H -0.271 -0.557 0.355
H 0.134 0.731 -0.802
H -0.479 0.394 2.334
Br 0.171 0.366 0.319
C -0.517 -1.537 -2.025
C 2.870 -0.035 2.621
Br -1.688 0.747 -1.040
C -2.955 1.144 -1.853
Br 0.978 -0.648 0.127
C 0.442 0.586 2.052
O 0.573 -1.246 -0.704
C 2.267 -0.100 -0.059
O -1.061 0.296 -0.430
C -1.014 -0.339 -0.185
Br 0.239 0.627 1.077

Results
Charge = -2
Relative energy (zero: lowest compared OMol25 entry of this formula, charge and spin) = 194.9 kJ/mol
Total energy = -15118.70209 Ha
HOMO = -1.848 eV
LUMO level = 0.1501 Ha
Orbital gap = 5.93 eV